This record from OMol25 describes C25H23BrF4O4PRhSe2 as an isolated structure at a distorted geometry. The level of theory is the ωB97M-V functional and the def2-TZVPD basis.

Last column: Löwdin charge in e.
Geometry (Å):
Rh  9.9102  10.4734  10.5182  0.331
F  14.3796  15.9190  10.4005  0.084
C  13.9536  14.6346  10.1471  -0.082
C  14.8206  13.5685  10.4722  -0.047
F  16.1390  13.8365  10.9512  0.060
C  14.2699  12.3200  10.2727  -0.175
F  15.1427  11.2631  10.1164  0.074
C  12.9013  12.1164  10.1345  -0.252
P  12.0299  10.4659  10.0869  0.817
C  12.3393  9.9287  8.3704  -0.318
C  12.6757  8.5665  8.0353  -0.103
C  13.0631  8.2078  6.7271  -0.056
C  12.9431  9.1685  5.6566  -0.069
C  12.7671  10.4962  6.0285  -0.088
C  12.3799  10.8840  7.3319  -0.076
C  12.9554  9.5272  11.3006  -0.430
C  13.9864  8.6823  10.9533  -0.114
C  14.5526  7.8161  11.9051  -0.070
C  14.0698  7.7617  13.1836  -0.064
C  13.0415  8.6601  13.5748  -0.067
C  12.4275  9.5046  12.6658  -0.124
C  11.9936  13.1853  10.0504  -0.552
Br  10.1031  13.2225  9.8733  0.938
C  12.5808  14.4319  9.9768  -0.282
F  11.7166  15.4264  9.8245  0.050
H  12.6561  7.7562  8.7974  0.099
H  13.3636  7.2071  6.5420  0.086
H  13.2180  8.9449  4.6116  0.106
H  12.8110  11.2938  5.2707  0.108
H  12.2422  11.8975  7.5842  0.079
H  14.4389  8.6355  9.9899  0.093
H  15.3551  7.2220  11.5697  0.093
H  14.3399  6.9437  13.8124  0.098
H  12.7086  8.7241  14.5992  0.104
H  11.5425  10.1091  12.8544  0.083
O  8.2087  5.6205  7.5062  -0.075
C  7.4897  6.8138  7.8395  -0.199
C  8.0029  7.3152  9.2284  -0.578
C  7.6528  6.3454  10.3651  -0.202
O  6.2310  6.4892  10.5763  -0.062
C  7.3718  8.6689  9.5662  -0.455
Se  8.3048  10.1574  8.6213  0.796
C  9.5535  7.3737  9.1413  -0.464
Se  10.3427  8.0160  10.8650  0.888
H  7.9291  5.3460  6.6062  0.107
H  6.3538  6.6252  7.9608  0.149
H  7.6669  7.5613  7.0556  0.114
H  8.1008  6.6610  11.3618  0.113
H  7.9886  5.3734  10.1135  0.115
H  5.7502  5.6697  10.6474  0.085
H  7.4989  8.9191  10.6367  0.053
H  6.3100  8.6806  9.2973  0.076
H  9.9105  8.1486  8.4189  0.021
H  9.9796  6.3984  9.0591  0.048
C  7.3870  11.4210  13.7611  -0.005
C  8.2869  10.7994  12.7060  -0.658
O  8.7932  9.6404  12.7883  -0.139
O  8.4160  11.4112  11.5521  -0.327
H  7.4447  10.8003  14.6731  0.083
H  6.3809  11.4012  13.3161  0.086
H  7.7047  12.4846  13.9423  0.095

Properties
Lowest unoccupied orbital energy (spin up / spin down) ... -0.0016 / -0.0794 Eh
Multiplicity ... 5
Expectation value of S² ... 6.030
Frontier orbital gap (spin up / spin down) ... 6.49 / 5.35 eV


This record from OMol25 describes the molecule C5H8O2. The level of theory is the ωB97M-V functional and the def2-TZVPD basis.

Last column: Löwdin charge in e.
Geometry (Å):
C  0.9975  0.5390  -0.2468  -0.087
C  0.3131  0.0334  -1.5360  -0.143
C  -0.9696  -0.2772  -0.7340  -0.086
C  -0.2603  0.1331  0.5780  -0.485
O  -0.9367  1.1638  1.2611  0.002
C  -0.0051  -1.0443  1.5021  -0.177
O  0.3434  -2.1319  1.1094  0.069
H  -0.2916  1.7724  1.6401  0.101
H  1.1789  1.6194  -0.2285  0.115
H  1.9173  0.0192  0.0371  0.114
H  0.7908  -0.8548  -1.9561  0.109
H  0.1984  0.7888  -2.3182  0.103
H  -1.8115  0.3895  -0.9352  0.119
H  -1.2990  -1.3198  -0.7559  0.113
H  -0.1657  -0.8307  2.5829  0.135

Properties
Energy above the lowest of the compared OMol25 structures with the same formula, charge and spin ... 31.89 kcal per mole
SMILES string ... O=CC1(O)CCC1
Lowest unoccupied orbital energy ... 0.0281 Eh
Multiplicity ... 1
Frontier orbital gap ... 10.37 eV


This record from OMol25 describes the molecule C2H2BrP at a distorted geometry. The level of theory is the ωB97M-V functional and the def2-TZVPD basis.

Last column: Löwdin charge in e.
Geometry (Å):
C  -0.7096  0.0416  0.4401  -0.317
C  0.5220  -0.5045  0.3958  -0.355
P  -0.1941  -0.7077  2.0771  0.812
Br  0.8776  1.4680  3.4833  -0.259
H  -1.3483  0.5470  -0.2909  0.071
H  1.1257  -0.8921  -0.3788  0.047

Properties
Energy above the lowest of the compared OMol25 structures with the same formula, charge and spin ... 16.82 kcal per mole
SMILES string ... BrP1=CC=1
Lowest unoccupied orbital energy ... -0.0368 Eh
Multiplicity ... 1
Frontier orbital gap ... 8.35 eV


This record from OMol25 describes a 2-piece molecular cluster, C6H8O2S overall at a distorted geometry. The level of theory is the ωB97M-V functional and the def2-TZVPD basis.

Last column: Löwdin charge in e.
Geometry (Å):
C  1.7758  -1.5409  -0.1074  -0.033
C  1.2874  -1.5781  1.1584  -0.119
C  1.0061  -0.5621  -0.7923  -0.308
C  0.1851  -0.0895  0.1310  -0.096
C  1.4034  -0.0912  -2.2189  -0.039
C  -1.5967  2.7168  1.8895  -0.248
O  -2.6970  1.9444  -0.3571  -0.563
O  0.2427  -0.7411  1.2908  0.010
S  -1.3319  2.2505  0.0748  0.892
H  2.6857  -1.9080  -0.5352  0.109
H  1.6129  -1.9720  2.0088  0.079
H  0.9764  -0.7780  -3.0294  0.091
H  0.8867  0.8751  -2.3389  0.066
H  2.5253  -0.2177  -2.2761  0.087
H  -1.9103  1.8592  2.4861  0.055
H  -2.3997  3.3517  1.7201  -0.001
H  -0.8095  3.2811  2.2828  0.017

Properties
Energy above the lowest of the compared OMol25 structures with the same formula, charge and spin ... 88.09 kcal per mole
Lowest unoccupied orbital energy (spin up / spin down) ... -0.0270 / -0.0232 Eh
Multiplicity ... 1
Frontier orbital gap (spin up / spin down) ... 8.08 / 7.82 eV


Computed values of E_tot (unit: eV) for the preceding records, in sequence: -258385.34998 -9408.44917 -81435.23405 -21276.66942.